1.
Here is a 15-piece molecular cluster, C38H100IN8O20 overall in a non-equilibrium geometry from the OMol25 dataset. Energies are from the ωB97M-V functional and the def2-TZVPD basis.

net charge = +1
orbital gap = 6.83 eV
LUMO = -3.8 eV

XYZ file:
```
167
Properties=species:S:1:pos:R:3:forces:R:3:lowdin_charge:R:1
C -5.56343 2.13802 0.41388 -0.450 0.519 0.987 -0.123
C -3.98828 2.08997 0.40968 -0.673 0.497 0.165 -0.168
C -3.29363 1.32276 -0.83933 1.545 0.651 2.356 -0.386
C -2.68034 0.02981 -0.11355 0.300 -0.762 -0.299 -0.194
C -1.89109 -0.95986 -1.05843 1.012 0.096 -0.177 -0.214
C -2.00414 -2.49837 -0.70263 -0.873 -0.407 0.264 -0.198
C -2.13398 -2.83389 0.83856 0.191 -0.319 0.202 -0.205
C -0.99125 -2.24797 1.75858 0.047 -0.311 0.949 -0.170
C 0.38078 -3.03747 1.69689 -1.253 0.834 -0.613 -0.152
O 1.38246 -2.13328 2.26976 0.443 -1.513 1.310 -0.078
C 2.43500 -2.85334 2.86699 0.534 -0.795 -0.864 -0.446
C 3.08420 -2.19421 4.14557 -0.029 0.615 -1.207 0.007
O 2.80675 -3.90334 2.35223 -0.669 1.967 1.475 0.077
C -2.09783 2.20534 -1.48536 0.823 -1.381 -0.859 -0.095
C -1.01826 2.55497 -0.39329 0.830 -0.749 1.563 -0.178
N -0.05168 3.62630 -0.69664 0.276 -0.649 -0.205 -0.113
C 0.68413 4.12166 0.49539 1.544 -0.153 0.550 -0.125
C -2.57283 3.33851 -2.47616 -1.586 0.906 2.584 -0.299
C -3.34597 4.58307 -1.77898 0.172 -0.212 -0.949 0.000
C -2.57683 5.64759 -0.96103 0.080 3.522 2.175 -0.570
N -3.55399 6.82353 -0.85273 -0.044 -1.267 -0.917 0.044
N -2.30527 5.32287 0.48331 -0.505 -0.613 -0.750 0.072
N -1.34104 6.24471 -1.50649 0.317 -0.363 -0.248 0.083
O -1.59268 3.96545 -3.29359 1.736 -1.298 -0.778 0.039
C -0.50103 3.26640 -3.65654 -0.005 -1.197 0.380 -0.257
N 0.39237 2.55244 -3.93569 -2.059 2.040 0.574 0.216
N -3.65554 2.82186 -3.36919 -0.729 -0.519 0.434 -0.011
C -3.45869 2.67661 -4.79132 -1.160 -1.569 -1.408 -0.018
C -2.65720 1.37615 -5.28549 1.048 0.840 -2.128 -0.335
O -2.04843 1.50965 -6.35094 -1.310 -0.635 2.403 0.085
O -2.68794 0.16693 -4.59017 0.482 1.739 -1.042 0.044
C -1.45508 -0.54957 -4.86194 3.365 -1.301 0.675 -0.389
C -1.24116 -1.48164 -6.10713 -0.741 0.996 -0.735 0.026
O -0.53865 -0.41234 -4.07318 -2.622 0.009 -1.415 0.116
C -4.66383 2.03896 -2.74686 1.240 -0.517 0.506 -0.318
N -5.94590 2.34304 -2.92523 0.708 0.014 -0.576 0.065
C -6.43462 3.50280 -3.71992 -1.262 0.446 0.190 -0.023
N -4.20488 0.96634 -1.94519 -1.062 2.072 -0.788 -0.412
I -5.34212 -0.68831 -1.86832 -0.498 -0.428 0.100 1.156
H -6.02234 2.82260 -0.37113 0.632 -1.026 0.778 0.062
H -5.86359 2.62546 1.40084 0.370 -0.581 -1.214 0.094
H -6.07486 1.12506 0.44424 0.717 1.191 -0.342 0.044
H -3.61983 3.15632 0.50619 -0.287 -1.317 -0.332 0.081
H -3.69167 1.61413 1.39999 -0.195 0.359 -1.452 0.127
H -3.49051 -0.53242 0.45864 0.682 0.898 -0.930 0.092
H -1.96072 0.33664 0.71077 -1.103 0.087 -1.132 0.110
H -0.78641 -0.68734 -0.98323 -1.310 -0.197 -0.212 0.122
H -2.16345 -0.77437 -2.14846 0.243 -0.360 1.365 0.074
H -2.95128 -2.89779 -1.19863 1.190 0.334 0.541 0.087
H -1.14040 -3.11130 -1.10487 -0.910 1.005 0.185 0.116
H -2.13602 -3.97196 0.99636 -0.033 1.697 -0.371 0.108
H -3.13878 -2.48740 1.24850 1.207 -0.348 -0.539 0.107
H -0.76071 -1.15451 1.60796 -0.333 -1.064 -0.102 0.099
H -1.36421 -2.33943 2.83259 0.452 0.244 -1.262 0.117
H 0.27488 -3.96637 2.32343 0.425 0.802 -0.960 0.139
H 0.61898 -3.23280 0.61348 0.031 -0.191 1.222 0.132
H 4.15846 -2.53823 4.18398 -1.373 0.249 0.237 0.096
H 2.50530 -2.41960 5.08426 0.667 -0.036 -1.041 0.093
H 3.08406 -1.06488 4.02550 -0.017 -1.410 0.133 0.083
H -1.59515 1.42113 -2.15422 -0.536 1.110 0.544 0.138
H -1.42984 2.78375 0.64169 -0.015 -0.144 -1.563 0.112
H -0.40872 1.59727 -0.23390 -1.009 0.847 -0.219 0.133
H 0.67967 3.17936 -1.27368 -0.662 0.575 0.190 0.086
H 0.79002 5.24985 0.52143 -0.347 -1.200 -0.104 0.073
H 1.75875 3.72105 0.44271 -1.469 0.685 0.191 0.078
H 0.27523 3.78030 1.48762 0.054 0.354 -1.105 0.085
H -3.80931 5.11786 -2.67513 0.769 -0.442 1.133 0.129
H -4.24736 4.23097 -1.18444 1.230 0.202 -0.607 0.122
H -3.65085 7.18935 -1.81220 -0.004 0.229 0.791 0.032
H -3.04002 7.51956 -0.30194 -0.416 -0.174 -0.390 0.075
H -3.22617 5.22678 0.92956 0.450 0.152 -0.098 0.075
H -1.86417 6.14957 0.91727 -0.318 -0.619 -0.436 0.089
H -0.55405 6.20256 -0.85480 -0.424 -0.477 -0.446 0.053
H -1.46558 7.22397 -1.78266 -0.261 -0.766 0.099 0.061
H -3.03857 3.56449 -5.35855 -0.139 -1.119 1.159 0.165
H -4.48299 2.52465 -5.27849 1.180 0.178 0.633 0.148
H -0.59651 -0.88615 -6.83321 -0.791 -0.566 1.006 0.105
H -0.64537 -2.39720 -5.84483 -0.864 0.973 0.073 0.103
H -2.19421 -1.70639 -6.67793 1.105 0.086 0.872 0.099
H -6.68429 1.79716 -2.45324 0.900 0.099 -0.325 0.116
H -5.68319 4.33481 -3.76044 -0.592 -1.118 -0.083 0.097
H -6.82456 3.18411 -4.73419 0.779 0.346 1.073 0.111
H -7.34199 3.89774 -3.15799 1.167 -0.466 -0.666 0.117
C -4.06192 -5.88075 2.58059 0.147 -0.006 0.344 -0.151
O -2.75148 -5.33731 2.70281 0.131 0.124 0.152 -0.147
H -4.27426 -6.05142 1.52583 0.099 0.005 0.068 0.084
H -4.12140 -6.82814 3.11718 -0.191 -0.011 -0.171 0.063
H -4.79283 -5.17580 2.98711 -0.177 -0.094 -0.074 0.078
H -2.58987 -5.19649 3.64373 0.066 -0.060 -0.218 0.083
C 5.16459 -1.84216 7.53922 -0.216 0.048 0.093 -0.136
O 4.54151 -0.84379 6.73107 -0.269 0.322 -0.179 -0.149
H 5.47603 -2.66560 6.90147 0.004 0.193 0.007 0.051
H 6.04048 -1.41882 8.03606 0.052 -0.215 0.065 0.086
H 4.45498 -2.20832 8.28286 0.276 -0.084 0.044 0.053
H 4.27578 -0.12634 7.31898 0.077 -0.132 -0.154 0.073
C 2.45496 -3.01296 10.31495 0.165 -0.027 0.255 -0.154
O 3.75758 -2.45052 10.43535 0.114 0.174 0.105 -0.143
H 2.25373 -3.20459 9.26045 0.123 0.079 0.020 0.075
H 2.40437 -3.95017 10.86837 -0.234 0.041 -0.119 0.057
H 1.71225 -2.31146 10.70328 -0.175 -0.145 -0.057 0.079
H 3.91272 -2.28998 11.37390 0.033 -0.040 -0.224 0.079
C -0.37480 -5.35438 12.29585 0.085 0.049 0.262 -0.150
O 0.92596 -4.79550 12.42506 0.027 0.014 0.181 -0.143
H -0.56923 -5.54334 11.24071 0.104 0.045 0.060 0.080
H -0.43164 -6.29615 12.84697 -0.194 -0.036 -0.086 0.077
H -1.12050 -4.65394 12.67999 -0.155 -0.123 -0.069 0.077
H 1.07638 -4.63690 13.36511 0.039 -0.029 -0.215 0.082
C 0.32416 -0.04430 4.66113 0.181 -0.151 0.305 -0.166
O 0.24553 0.08648 6.07385 -0.023 0.012 0.125 -0.119
H -0.48566 0.53075 4.21131 0.008 -0.003 0.121 0.078
H 1.28220 0.34357 4.30683 -0.082 -0.037 -0.246 0.073
H 0.22143 -1.09393 4.37906 0.029 0.093 -0.251 0.057
H 0.97051 -0.42863 6.44986 -0.138 0.153 -0.016 0.069
C 7.60826 -5.53539 7.72307 -0.105 -0.068 -0.148 -0.144
O 6.69028 -4.59969 7.16922 -0.108 -0.023 -0.142 -0.141
H 8.02064 -5.11994 8.64153 -0.037 0.053 -0.118 0.063
H 7.09065 -6.47118 7.95014 0.159 -0.088 0.068 0.076
H 8.41977 -5.72034 7.01494 0.108 -0.117 0.152 0.079
H 6.33975 -4.98921 6.35867 0.051 0.121 0.165 0.077
C -2.33675 9.57076 -3.55967 0.000 0.042 -0.235 -0.126
O -2.94859 8.30481 -3.32656 -0.111 -0.133 -0.276 -0.164
H -2.11949 10.03497 -2.59842 -0.068 -0.110 -0.031 0.085
H -1.40545 9.43588 -4.11391 0.024 0.164 0.037 0.084
H -3.01580 10.21268 -4.12438 0.124 0.132 0.051 0.082
H -3.13149 7.91298 -4.18959 0.074 0.057 0.185 0.088
C -1.99731 1.20288 -9.84908 -0.060 -0.007 0.318 -0.156
O -2.76749 0.25729 -9.12100 -0.135 -0.173 0.077 -0.135
H -2.01036 0.92916 -10.90349 -0.056 -0.056 0.104 0.082
H -2.42674 2.20073 -9.72969 0.167 0.092 -0.142 0.078
H -0.96614 1.19488 -9.48612 0.065 0.178 -0.145 0.065
H -2.73911 0.52162 -8.19336 0.084 -0.004 -0.136 0.027
C 1.39212 -0.50695 -10.82487 -0.014 0.152 0.235 -0.156
O 2.54384 -0.08291 -10.10601 0.115 0.116 0.050 -0.131
H 1.71284 -1.09884 -11.68109 0.058 0.055 0.101 0.083
H 0.75835 -1.11954 -10.17842 -0.153 -0.051 -0.183 0.076
H 0.83439 0.36480 -11.17617 -0.144 -0.137 -0.124 0.069
H 2.23555 0.43816 -9.35436 0.191 -0.083 -0.129 0.074
C 4.70448 2.71799 -10.14474 -0.184 -0.305 -0.138 -0.167
O 4.79810 2.44894 -11.53573 -0.040 -0.004 -0.180 -0.128
H 5.47255 3.44115 -9.87293 -0.031 -0.054 -0.116 0.080
H 3.71861 3.13358 -9.91639 0.043 0.072 0.223 0.071
H 4.86089 1.79463 -9.58161 0.023 0.134 0.216 0.062
H 4.10848 1.80723 -11.74785 0.188 0.072 0.057 0.064
C 4.54058 2.62946 -0.48911 -0.074 -0.092 -0.211 -0.149
O 3.62220 3.57361 -1.02812 -0.217 0.007 -0.125 -0.147
H 4.95463 3.03397 0.43362 -0.084 0.049 -0.089 0.081
H 4.02483 1.69055 -0.27198 0.176 -0.086 0.090 0.076
H 5.35039 2.45150 -1.20012 0.087 -0.110 0.146 0.079
H 3.26997 3.19405 -1.84339 0.119 0.173 0.088 0.073
C 10.61476 -5.32998 10.97164 -0.100 0.237 0.115 -0.159
O 9.99250 -4.33886 10.16489 -0.085 0.100 -0.021 -0.136
H 10.92823 -6.15370 10.33139 -0.054 0.110 -0.022 0.079
H 11.49070 -4.90783 11.47033 0.056 -0.197 0.071 0.075
H 9.90683 -5.70191 11.71671 0.139 -0.154 0.066 0.075
H 9.72376 -3.62104 10.75104 0.030 -0.104 -0.211 0.078
C -7.24419 -8.71584 2.34588 -0.037 0.108 0.229 -0.153
O -6.07884 -8.32277 3.05943 0.033 0.102 0.086 -0.141
H -6.93981 -9.28780 1.47034 0.066 0.053 0.101 0.080
H -7.87701 -9.33965 2.98155 -0.126 -0.038 -0.171 0.078
H -7.79935 -7.83112 2.02351 -0.140 -0.115 -0.111 0.075
H -6.37252 -7.81951 3.82879 0.118 -0.146 -0.120 0.077
C 7.80201 -0.24042 -9.81449 -0.258 -0.191 -0.034 -0.159
O 6.92415 -0.17107 -8.69848 -0.146 -0.004 0.147 -0.138
H 8.59606 0.49378 -9.68455 -0.111 -0.030 0.082 0.079
H 8.24032 -1.23980 -9.87554 0.147 0.068 -0.170 0.075
H 7.25007 -0.01786 -10.73113 0.201 0.014 -0.121 0.075
H 6.23299 -0.82949 -8.83982 0.113 0.173 0.084 0.073
```
Forces are in eV/Å.


2.
Here is a 2-piece molecular cluster, C2H3ClSi overall in a non-equilibrium geometry from the OMol25 dataset. Energies are from the ωB97M-V functional and the def2-TZVPD basis.

net charge = 0
orbital gap (alpha / beta) = 7.94 / 7.07 eV
LUMO (alpha / beta) = -1.2 / -1.2 eV
energy relative to the best compared isomer or geometry (same formula, charge and spin) = 5.816 eV

XYZ file:
```
7
Properties=species:S:1:pos:R:3:forces:R:3:nbo_charge:R:1
C 0.66501 0.79208 0.02999 -1.265 -0.617 -0.288 -0.608
C 0.28349 0.18908 -1.13099 0.271 -0.824 4.187 -0.428
Si -0.45392 -0.60026 0.46498 1.291 0.762 -0.460 1.003
Cl 0.75510 0.34110 -2.67723 0.624 0.336 -2.208 0.104
H 1.25098 1.61573 0.41397 0.068 0.097 -0.273 0.232
H -1.77031 -0.85665 -0.03896 -1.300 -0.043 0.305 -0.168
H -0.73035 -1.48109 2.93823 0.311 0.288 -1.264 -0.135
```
Forces are in eV/Å.


Taking the records one at a time from the top gives electronic energy values of -3747.7385; -827.4488 hartree.